79
Properties=species:S:1:pos:R:3:mulliken_charge:R:1 method="wB97M-V/def2-TZVPD" total_charge=0 e_above_lowest_ev=1.225 smiles="O=C1OC[C@@H](F)O1.O=C1OC[C@@H](F)O1.C[C@H]1COC(=O)O1.C[C@H]1COC(=O)O1.C[C@H]1COC(=O)O1.ClCCl.ClCCl.ClCCl.ClCCl" homo_ha=-0.387 gap_ev=10.497 e_tot_ev=-159657.448
O -3.3420 -2.0813 5.8215 -0.58
C -2.2030 -1.9588 6.3262 0.71
O -1.0935 -2.2631 5.7456 -0.30
C 0.0019 -2.1911 6.6786 -0.42
C -0.5616 -1.4447 7.8905 0.32
F -0.2037 -0.1968 7.7916 -0.27
O -1.9222 -1.4665 7.5474 -0.33
H 0.2410 -3.2114 6.9784 0.28
H 0.9368 -1.7272 6.3642 0.30
H -0.3619 -1.7522 8.9170 0.29
O 1.4205 -4.5630 -8.0937 -0.55
C 2.2326 -3.7795 -7.5883 0.66
O 2.5465 -2.5559 -8.1164 -0.32
C 3.5533 -1.9736 -7.3195 -0.42
C 3.3919 -2.6589 -6.0377 0.30
F 2.4197 -2.1144 -5.3524 -0.27
O 2.9167 -3.9585 -6.4507 -0.29
H 4.5215 -2.1120 -7.8007 0.29
H 3.2933 -0.9152 -7.3349 0.28
H 4.2920 -2.6147 -5.4244 0.32
C 7.7324 3.6440 1.0862 -1.33
C 7.0907 2.5274 1.9387 0.39
C 5.9643 2.9597 2.8183 -0.36
O 4.9026 2.1528 2.4151 -0.33
C 5.3976 1.2549 1.4936 0.67
O 4.8152 0.3315 0.9839 -0.59
O 6.5959 1.5380 1.1682 -0.33
H 7.8448 4.5351 1.7038 0.37
H 7.0617 3.8489 0.2518 0.35
H 8.6957 3.3526 0.6676 0.33
H 7.8138 2.0161 2.5743 0.27
H 5.7320 4.0238 2.7742 0.30
H 6.2181 2.6450 3.8306 0.25
C -7.7657 -0.5068 -3.4388 -1.38
C -6.5613 0.0628 -2.6722 0.36
C -6.0249 1.4047 -3.2006 -0.34
O -6.0678 2.1195 -1.9743 -0.34
C -6.7316 1.5714 -0.9616 0.72
O -6.9369 2.1990 0.1098 -0.60
O -7.0582 0.3544 -1.3566 -0.35
H -7.8958 -1.5251 -3.0725 0.35
H -7.6327 -0.7219 -4.4990 0.38
H -8.7220 -0.0217 -3.2434 0.35
H -5.7394 -0.6523 -2.6388 0.28
H -6.6982 1.9088 -3.8938 0.26
H -5.0081 1.2157 -3.5450 0.29
C -1.2102 7.4942 2.6529 -1.49
C -2.1589 6.3486 2.6288 0.50
C -1.5247 4.9472 2.7274 -0.34
O -2.2582 4.3844 3.8013 -0.33
C -3.1367 5.3710 4.4110 0.65
O -3.9538 5.1797 5.3196 -0.55
O -2.9342 6.5380 3.8336 -0.34
H -0.5543 7.2875 1.8072 0.40
H -0.5996 7.5546 3.5538 0.35
H -1.6970 8.4653 2.5629 0.35
H -2.7796 6.3981 1.7342 0.24
H -0.4530 5.0391 2.9038 0.26
H -1.7365 4.3292 1.8548 0.28
Cl -7.3124 -7.8486 -0.9092 -0.15
C -6.1073 -9.0952 -0.4310 -0.22
Cl -5.4934 -9.9313 -1.8758 -0.14
H -5.3283 -8.5615 0.1134 0.26
H -6.6717 -9.8174 0.1590 0.25
Cl 7.8400 -5.2652 -2.4054 -0.15
C 7.0502 -5.8223 -0.8980 -0.22
Cl 5.4728 -6.5469 -1.3152 -0.14
H 7.6411 -6.6652 -0.5396 0.24
H 6.9314 -4.9488 -0.2569 0.27
Cl -1.4191 -4.7732 -2.2506 -0.15
C -0.8644 -3.9867 -0.7414 -0.23
Cl -1.1060 -2.2331 -0.8481 -0.14
H -1.5618 -4.2441 0.0558 0.24
H 0.1540 -4.2543 -0.4595 0.28
Cl -0.1302 4.4257 -3.6003 -0.14
C 1.3288 3.4106 -3.3697 -0.19
Cl 2.8437 4.4137 -3.5023 -0.16
H 1.2662 2.9884 -2.3667 0.26
H 1.3617 2.7191 -4.2116 0.23



89
Properties=species:S:1:pos:R:3:mulliken_charge:R:1 method="wB97M-V/def2-TZVPD" total_charge=0 e_above_lowest_ev=0.000 smiles="CCOC(=O)C(F)(F)F.CCOC(=O)C(F)(F)F.CCOC(=O)C(F)(F)F.CCOC(=O)C(F)(F)F.O=S1(=O)OCCO1.O=S1(=O)OCCO1.O=S1(=O)OCCO1" homo_ha=-0.388 gap_ev=10.766 e_tot_ev=-129397.200
C 2.6251 0.1802 -8.9629 -1.06
C 1.3885 0.5298 -8.1391 -0.26
O 1.6713 0.1219 -6.7656 -0.22
C 1.1120 0.8229 -5.8157 0.23
O 0.2346 1.6319 -5.9387 -0.57
C 1.6661 0.4183 -4.4320 1.03
F 2.5411 -0.5767 -4.4941 -0.28
F 2.2504 1.4675 -3.8409 -0.24
F 0.6329 0.0307 -3.6764 -0.22
H 2.4740 -0.7947 -9.4379 0.30
H 3.5056 0.0602 -8.3387 0.32
H 2.7930 0.8764 -9.7809 0.32
H 0.5382 -0.0656 -8.4530 0.30
H 1.2084 1.5997 -8.1265 0.32
C 2.5050 3.2949 4.5139 -0.86
C 3.7270 3.9194 3.9155 -0.34
O 4.0027 3.1892 2.6989 -0.16
C 4.5553 3.8323 1.6920 0.26
O 4.8467 4.9886 1.6320 -0.54
C 4.7528 2.9156 0.4634 1.00
F 4.4286 1.6359 0.7219 -0.22
F 3.9819 3.3385 -0.5381 -0.25
F 6.0251 2.9380 0.0609 -0.27
H 2.5285 2.2144 4.4027 0.07
H 1.6236 3.6940 4.0138 0.25
H 2.3890 3.5033 5.5778 0.46
H 4.6058 3.8061 4.5581 0.26
H 3.6356 4.9895 3.7474 0.39
C 0.0165 1.6212 -1.0403 -1.31
C 0.9606 1.0621 -0.0015 -0.26
O 0.2365 0.2469 0.9266 -0.15
C -0.0817 0.7773 2.0950 0.28
O 0.5020 1.6548 2.6567 -0.59
C -1.2583 0.0125 2.7374 1.01
F -2.4042 0.6641 2.5090 -0.28
F -1.3534 -1.2053 2.2198 -0.15
F -1.0831 -0.0547 4.0545 -0.27
H -0.5176 0.8518 -1.5843 0.24
H 0.6233 2.1656 -1.7723 0.36
H -0.6119 2.4046 -0.6102 0.53
H 1.4848 1.8574 0.5246 0.21
H 1.6871 0.4225 -0.5010 0.33
C -5.8217 -0.4532 -0.1782 -1.33
C -4.3580 -0.8790 -0.2142 0.52
O -4.2101 -2.2715 0.0908 -0.35
C -4.1970 -2.6203 1.3590 0.48
O -4.3379 -1.9060 2.3079 -0.55
C -3.9193 -4.1286 1.5256 0.76
F -2.6736 -4.2772 1.9804 -0.16
F -4.7574 -4.6521 2.4238 -0.26
F -4.0422 -4.8111 0.3906 -0.27
H -6.4086 -1.2341 -0.6614 0.36
H -5.9350 0.4902 -0.7080 0.35
H -6.1491 -0.3094 0.8503 0.33
H -3.7722 -0.2785 0.4804 -0.09
H -3.9755 -0.7338 -1.2198 0.22
O 2.6524 -4.6374 2.4249 -0.60
S 1.9735 -3.4288 2.1755 1.05
O 0.6149 -3.4464 1.8124 -0.39
O 2.1785 -2.4392 3.4346 -0.26
C 2.9680 -1.2825 3.0800 0.40
C 3.7865 -1.7909 1.9140 -0.45
O 2.8357 -2.5468 1.1629 -0.33
H 2.2916 -0.4850 2.7734 -0.36
H 3.5766 -1.0565 3.9500 0.31
H 4.5857 -2.4536 2.2628 0.39
H 4.2411 -1.0343 1.2821 0.22
O -2.5406 0.6018 -3.0089 -0.52
S -3.1348 1.8899 -2.9502 1.40
O -3.7734 2.3182 -1.7671 -0.63
O -2.0856 2.9794 -3.4413 -0.28
C -2.3437 3.4252 -4.7798 -0.23
C -3.4375 2.4976 -5.3198 -0.37
O -4.1527 2.0881 -4.1445 -0.40
H -2.7680 4.4259 -4.6842 0.30
H -1.4252 3.3929 -5.3526 0.25
H -3.0152 1.5974 -5.7717 0.27
H -4.1503 2.9798 -5.9761 0.31
O -1.7911 -5.7765 4.3928 -0.51
S -0.9826 -5.3821 5.4839 1.01
O -0.4307 -6.3590 6.3409 -0.58
O 0.1693 -4.4012 4.9881 -0.22
C -0.2764 -3.0518 4.9743 0.53
C -1.6537 -3.0168 5.6583 -0.14
O -1.7409 -4.2824 6.3517 -0.39
H 0.4714 -2.4795 5.5225 0.29
H -0.3307 -2.6422 3.9723 -0.56
H -2.4557 -2.9354 4.9240 0.20
H -1.7483 -2.2469 6.4157 0.31



69
Properties=species:S:1:pos:R:3:mulliken_charge:R:1 method="wB97M-V/def2-TZVPD" total_charge=-1 e_above_lowest_ev=4.923 homo_ha=-0.181 gap_ev=7.350 e_tot_ev=-56166.204
C -2.0831 0.9150 1.7204 -0.21
C -1.2584 2.3344 1.5589 -0.41
C 0.1132 2.4008 2.4573 0.05
F 0.0264 1.7460 3.7832 -0.37
N 1.2478 1.9249 1.5780 0.04
C 1.5459 0.4516 1.7401 0.06
C 1.9212 -0.2335 0.2611 0.22
O 1.8603 -1.5882 0.1675 -0.73
O 2.2639 0.5327 -0.9469 -0.75
C 2.6980 0.0886 2.8476 0.84
F 2.0245 -0.6531 3.9786 -0.31
F 3.3639 1.2548 3.4714 -0.31
F 3.7709 -0.8156 2.3545 -0.27
H -1.7240 0.2082 0.8431 0.16
H -3.2295 1.1571 1.6978 -0.30
H -1.8480 0.3526 2.7244 0.32
H -1.9541 3.2776 1.7052 0.37
H -0.9110 2.3736 0.4187 0.15
H 0.3175 3.5597 2.6597 0.27
H 2.0970 2.5271 1.6474 0.11
H 0.5539 -0.0895 2.0791 0.11
O -4.6513 1.5037 3.2170 -0.58
C -5.5164 0.8887 2.6157 0.56
O -5.2672 -0.0689 1.6749 -0.29
C -6.5027 -0.4963 1.1031 -0.46
C -7.5551 -0.1449 2.1219 -0.44
C -6.9930 1.0994 2.7617 -0.44
H -6.6497 0.0311 0.1548 0.27
H -6.4663 -1.5721 0.9085 0.29
H -8.5469 -0.0023 1.6847 0.31
H -7.6270 -0.9426 2.8712 0.26
H -7.2807 2.0027 2.2167 0.25
H -7.2786 1.1737 3.8135 0.28
O -3.8281 -1.2428 -2.3411 -0.70
C -2.6493 -0.9326 -2.3893 0.44
O -2.0555 -0.0318 -1.5526 -0.27
C -0.7035 0.1678 -1.9627 0.52
C -0.3435 -1.0603 -2.7571 -0.42
C -1.6574 -1.4402 -3.3917 -0.22
H -0.6522 1.0816 -2.5640 0.13
H -0.0648 0.2862 -1.0826 -0.49
H 0.4575 -0.8857 -3.4804 0.53
H -0.0188 -1.8588 -2.0789 0.11
H -1.8143 -0.9239 -4.3428 0.21
H -1.7436 -2.5218 -3.5188 0.17
O 1.2009 -2.2363 -4.6313 -0.61
C 1.1405 -3.4080 -4.2970 0.48
O 0.1247 -3.9471 -3.5609 -0.25
C 0.4330 -5.3081 -3.2636 -0.52
C 1.4292 -5.7285 -4.3124 -0.48
C 2.1784 -4.4493 -4.5879 -0.47
H 0.8482 -5.3592 -2.2516 0.29
H -0.4795 -5.9100 -3.3032 0.31
H 2.0725 -6.5515 -3.9897 0.32
H 0.9010 -6.0473 -5.2192 0.25
H 3.0206 -4.3155 -3.9034 0.28
H 2.5109 -4.3951 -5.6270 0.29
O 4.9855 5.7703 2.4117 -0.63
C 5.3074 4.7533 1.8198 0.52
O 5.2986 4.6178 0.4612 -0.37
C 5.6255 3.2708 0.1228 -0.35
C 6.3639 2.7283 1.3184 -0.49
C 5.7218 3.4660 2.4659 0.08
H 4.6968 2.7251 -0.0749 0.23
H 6.2438 3.2569 -0.7795 0.29
H 6.2998 1.6406 1.4068 0.31
H 7.4245 3.0007 1.2543 0.28
H 4.8319 2.9488 2.8352 -0.14
H 6.4321 3.6427 3.2769 0.29



63
Properties=species:S:1:pos:R:3:mulliken_charge:R:1 method="wB97M-V/def2-TZVPD" total_charge=+2 e_above_lowest_ev=7.155 homo_ha="-0.520 / -0.520" gap_ev="6.086 / 4.993" e_tot_ev=-86425.689
I 1.1807 1.4848 1.9715 -0.20
I -1.4416 -1.4683 -1.8007 0.23
Sc 0.0000 0.0000 0.0000 -1.48
P -0.4271 1.9818 -1.2524 1.35
C -1.9852 2.8246 -0.8096 -0.64
C 0.8600 3.2640 -1.0955 -1.32
H 0.6994 4.0343 -1.8567 0.46
H -0.5073 2.7075 -3.5577 0.46
H 1.8337 2.7889 -1.2396 0.43
H 0.3394 1.1377 -3.3649 0.39
H -1.9546 3.0971 0.2492 0.13
H 0.8295 3.7044 -0.0979 0.37
C -0.5229 1.7340 -3.0564 -1.41
H -2.1272 3.7259 -1.4138 0.70
H -1.4337 1.1906 -3.3122 0.26
H -2.8216 2.1398 -0.9755 -0.12
P 0.8136 -1.9950 1.0181 1.26
C -0.2713 -2.6612 2.3272 -1.13
C 1.0719 -3.3856 -0.1327 -1.39
H 3.1140 -1.3134 1.1086 0.40
H 2.8411 -2.8187 2.0461 0.44
H 2.3639 -1.2237 2.7149 0.37
C 2.4482 -1.8248 1.8084 -1.39
H 1.6396 -3.0169 -0.9910 0.41
H 1.6298 -4.1788 0.3757 0.44
H 0.1525 -3.5730 2.7594 0.50
H -1.2534 -2.8833 1.9004 0.24
H 0.1115 -3.7639 -0.4856 0.33
H -0.3872 -1.9066 3.1104 0.32
C -1.5492 0.0910 1.0074 1.08
O -2.5162 0.1473 1.6356 -0.23
C -6.0707 3.9875 -0.2910 -1.51
C -5.3007 3.3334 0.8168 1.17
C -4.3634 4.0881 1.5447 -0.94
C -3.6577 3.5138 2.5975 -0.91
C -3.8510 2.1735 2.9070 -0.57
C -4.7382 1.3827 2.1499 0.49
N -4.8060 -0.0083 2.4362 0.15
C -4.6821 -1.0992 1.4815 0.43
C -5.1006 -2.3338 2.0181 -0.47
C -5.0939 -3.4985 1.2798 -0.75
C -4.7033 -3.4649 -0.0424 -0.94
C -4.2513 -2.2795 -0.6228 -1.55
C -4.1222 -1.0595 0.0924 1.70
C -3.4046 0.1269 -0.7164 -0.71
O -4.1711 0.5689 -1.6946 -0.51
O -1.9182 0.5595 -0.7639 0.18
C -5.5106 1.9702 1.1323 0.80
C -6.5996 1.1820 0.4373 -1.64
H -5.8736 3.4430 -1.2385 0.31
H -7.1553 3.9561 -0.0615 0.34
H -5.7691 5.0457 -0.4284 0.43
H -4.1870 5.1294 1.3087 0.45
H -2.9431 4.1014 3.1618 0.46
H -3.2666 1.7316 3.7077 0.43
H -4.7277 -0.2648 3.4352 0.40
H -5.4499 -2.3930 3.0443 0.50
H -5.4192 -4.4269 1.7347 0.48
H -4.7316 -4.3774 -0.6227 0.49
H -3.9666 -2.3520 -1.6571 0.85
H -6.4112 1.1032 -0.6473 0.31
H -6.7451 0.1667 0.8512 0.34
H -7.5689 1.6941 0.6088 0.54



69
Properties=species:S:1:pos:R:3:mulliken_charge:R:1 method="wB97M-V/def2-TZVPD" total_charge=-1 e_above_lowest_ev=0.000 homo_ha=-0.154 gap_ev=6.444 e_tot_ev=-155265.384
Mg -0.6681 -1.0076 -0.3747 0.70
C 2.5560 -4.7279 1.4189 -0.89
N 2.7470 -3.6162 0.5172 0.28
C 3.9201 -2.9206 0.3035 -0.81
C 3.6829 -2.0154 -0.6610 -0.46
N 2.3556 -2.1478 -1.0423 0.74
C 1.7714 -3.1450 -0.3061 0.07
S 0.2286 -3.7714 -0.3816 -0.37
C 1.7764 -1.4818 -2.1631 -0.10
C 2.5920 -1.2086 -3.2314 -1.15
C 2.0246 -0.4492 -4.3036 -0.54
C 0.7239 -0.1250 -4.3014 -1.27
C -0.1841 -0.5953 -3.2057 0.24
N 0.4895 -1.1737 -2.0525 0.55
H 3.4767 -4.8886 1.9756 0.30
H 2.2978 -5.6221 0.8499 0.34
H 1.7434 -4.5058 2.1085 0.24
H 4.8108 -3.1072 0.8763 0.44
H 4.3292 -1.2859 -1.1115 0.51
H 3.6167 -1.5454 -3.2548 0.51
H 2.6605 -0.1430 -5.1263 0.39
H 0.2688 0.4535 -5.0941 0.47
H -0.8776 -1.3525 -3.6297 0.13
Se -2.8263 -0.1084 -2.3613 0.35
N -1.0746 0.4757 -2.6542 0.04
C -1.1927 1.7989 -3.1459 -0.16
C -0.1509 2.6938 -3.3104 0.77
C -0.4145 3.9841 -3.7685 -1.02
C -1.7206 4.3667 -4.0355 -0.50
C -2.7774 3.4866 -3.8457 -0.70
C -2.5389 2.1884 -3.3898 0.23
N -3.5321 1.2528 -3.2039 -0.94
H 0.8628 2.3817 -3.0997 0.23
H 0.4049 4.6793 -3.9014 0.39
H -1.9282 5.3721 -4.3844 0.34
H -3.7992 3.7861 -4.0406 0.44
C -4.5565 -1.6354 4.0072 -1.24
C -3.5624 -1.8182 2.8749 0.16
O -2.2757 -2.1244 3.4231 -0.19
P -0.9409 -1.4308 2.8374 -0.23
O -0.9370 -1.5854 1.3428 -0.08
Te 0.8386 -2.1867 4.1085 -0.37
O -1.2596 0.1670 3.0242 0.06
C -1.3755 0.7240 4.3350 -0.10
C -1.2266 2.2301 4.2337 -1.21
H -5.5603 -1.4994 3.6019 0.38
H -4.3044 -0.7638 4.6102 0.25
H -4.5481 -2.5173 4.6487 0.28
H -3.5099 -0.9274 2.2473 0.07
H -3.8675 -2.6573 2.2467 0.35
H -0.6169 0.2881 4.9925 0.37
H -2.3541 0.4720 4.7547 0.00
H -0.2363 2.4882 3.8588 0.23
H -1.3721 2.6937 5.2098 0.39
H -1.9702 2.6228 3.5383 0.30
C 2.1355 1.0435 2.0263 -1.29
P 1.2012 0.8294 0.4575 1.37
C 2.5030 1.4314 -0.7022 -1.13
C 0.1112 2.3056 0.4441 -1.24
H 2.5227 2.0632 2.1024 0.44
H 2.9625 0.3324 2.0253 0.32
H 1.5088 0.8161 2.8832 0.10
H 2.6664 2.5020 -0.5618 0.53
H 2.1882 1.2488 -1.7311 -0.10
H 3.4369 0.8993 -0.5226 0.37
H 0.6242 3.1780 0.8565 0.51
H -0.7919 2.0922 1.0132 0.06
H -0.1837 2.5054 -0.5887 0.28
S -2.9039 0.2378 -0.2664 -0.42



60
Properties=species:S:1:pos:R:3:mulliken_charge:R:1 method="wB97M-V/def2-TZVPD" total_charge=0 e_above_lowest_ev=18.214 homo_ha=-0.288 gap_ev=8.433 e_tot_ev=-50946.754
C 5.7638 2.3989 -1.0698 -1.42
C 4.5189 1.8816 -0.7453 1.15
C 3.8156 1.1231 -1.5958 -1.47
C 2.4621 0.5260 -1.2415 -2.39
C 1.8766 0.7540 -0.1525 0.48
C 2.4972 1.7067 0.8836 -0.60
C 3.7073 2.1574 0.6407 0.63
C 4.5004 3.2471 1.2630 -1.54
H 5.4319 2.8372 1.5878 0.40
H 3.9746 3.3772 2.2700 0.36
H 4.6507 4.3725 0.8996 0.24
H 1.9976 2.1923 1.6644 0.49
N 0.6157 0.2535 0.2950 0.38
C -0.4474 1.3463 0.6151 0.10
N -1.5951 0.7122 1.0158 0.34
C -1.6608 -0.5593 1.9810 -0.80
C -2.2214 -1.8461 1.1531 -0.50
H -2.3691 -2.5890 1.8596 0.63
C -1.4287 -1.9815 -0.2456 -1.52
N -0.1377 -2.3043 0.1160 0.55
C 0.1094 -3.4275 0.8603 -0.29
C 1.5401 -3.5287 1.2676 -1.22
N 2.2336 -3.8862 -0.1041 -0.14
C 3.5830 -4.2631 0.1298 -0.97
H 4.2418 -3.2863 0.0635 0.23
H 3.8537 -5.1136 0.6482 0.43
H 4.0317 -4.8104 -1.0193 0.21
C 2.0389 -2.7714 -1.1442 -0.86
C 0.4228 -2.7477 -1.1641 -1.12
H 0.3572 -1.9435 -1.9197 0.33
H 0.0607 -3.5229 -1.7261 0.50
H 2.3955 -3.2466 -2.2030 0.38
H 2.5147 -1.9553 -0.7627 0.52
H 1.8161 -4.5531 1.8101 0.41
H 2.0773 -2.7592 1.5072 0.45
H -0.2262 -2.9594 1.9584 0.32
H -0.2691 -4.3616 0.4372 0.43
H -2.0460 -2.9501 -0.3390 0.23
H -1.6401 -1.2298 -0.8912 0.98
H -3.3891 -1.2687 0.9243 -0.08
H -0.4822 -0.8664 2.2739 0.23
H -2.2805 -0.3002 3.0304 0.33
C -2.9280 1.4256 1.1374 -1.40
C -3.7261 0.9239 -0.0291 0.97
C -3.4415 1.1317 -1.4447 -0.64
C -4.2152 0.5405 -2.2274 -0.53
C -5.4029 0.1426 -1.4856 -0.32
S -5.1636 0.3308 0.2055 -0.13
H -6.3892 -0.0306 -2.0083 0.38
H -4.4186 0.6094 -3.2359 0.50
H -2.3549 1.4639 -1.7744 0.14
H -3.3487 1.3542 1.9912 0.71
H -2.3817 2.5921 0.9183 0.21
S -0.3355 2.7686 0.2102 -0.39
H 0.5470 -0.6392 0.4077 0.49
H 1.8960 0.0211 -1.6820 2.16
H 4.0592 0.6765 -2.5867 0.17
H 5.6246 3.4920 -1.1747 0.28
H 6.0292 2.0856 -2.0982 0.37
H 6.6170 2.1110 -0.1289 0.22